(1)
C4H9N2OS | ωB97M-V/def2-TZVPD

Last column: Mulliken spin population.
Cartesian coordinates (Å):
1 O 0.7368 -1.2231 2.1776  0.001
2 C 0.3853 -0.9468 1.0403  -0.006
3 N 1.3876 -0.8110 0.0889  0.001
4 C 1.1055 -0.2131 -1.2236  0.004
5 N 1.4436 1.2094 -1.1582  0.012
6 C -1.0756 -0.8414 0.7447  0.004
7 C -1.6829 0.5861 0.7508  -0.019
8 S -2.1905 1.1487 -0.8870  0.967
9 H 2.3201 -0.6536 0.4257  0.000
10 H 0.0667 -0.4634 -1.4076  -0.006
11 H 1.7094 -0.5983 -2.0418  -0.001
12 H 0.8628 1.7073 -0.4970  -0.005
13 H 1.2851 1.6547 -2.0610  0.000
14 H -1.3373 -1.3689 -0.1768  -0.010
15 H -1.5677 -1.3434 1.5858  0.001
16 H -2.4615 0.8034 1.4952  0.014
17 H -0.9873 1.3536 1.1441  0.045

Calculated values
F_max ... 2.40 eV/A
Energy ... -740.7064 a.u.
Spin multiplicity ... 2
HOMO level (spin up / spin down) ... -9.538 / -9.255 eV
ΔE to the lowest compared entry with this formula, charge and spin ... 13.4 kcal per mole
Gap between HOMO and LUMO (spin up / spin down) ... 10.288 / 6.955 eV
Expectation value of S² ... 0.753

***

(2)
CH3BrOS | ωB97M-V/def2-TZVPD

Last column: Löwdin charge in e.
Cartesian coordinates (Å):
1 C -0.7902 -0.4038 0.0334  -0.697
2 O 1.5247 0.1621 1.3220  -0.651
3 S 1.3265 0.0407 -0.1159  0.810
4 Br -1.6792 0.2131 -1.4951  0.608
5 H -1.0732 0.0814 0.9145  0.001
6 H 1.4139 1.3335 -0.6123  -0.040
7 H -0.7226 -1.4270 -0.0466  -0.031

Calculated values
F_max ... 4.52 eV/A
Energy ... -3087.2497 a.u.
HOMO level ... -9.012 eV
ΔE to the lowest compared entry with this formula, charge and spin ... 39.8 kcal per mole
Gap between HOMO and LUMO ... 9.022 eV

***

(3)
C17H10GaN4S2 | ωB97M-V/def2-TZVPD

Last column: Löwdin charge in e.
Cartesian coordinates (Å):
1 Ga -0.0588 -0.0417 -0.0095  0.079
2 N -0.6206 -1.8390 -0.9125  0.090
3 C 0.5203 -2.3725 -1.6450  -0.199
4 C 0.5065 -3.5347 -2.3550  0.025
5 C 1.6707 -3.9667 -3.0314  -0.024
6 C 2.8181 -3.2277 -2.9816  0.012
7 C 2.8550 -2.0163 -2.2504  -0.122
8 C 3.9962 -1.1887 -2.1443  0.051
9 C 3.9466 -0.0312 -1.4159  0.003
10 C 2.7504 0.3180 -0.7801  -0.039
11 N 1.6702 -0.4405 -0.8651  0.024
12 C 1.6953 -1.5993 -1.5857  -0.142
13 H -0.9357 -2.4912 -0.1948  0.138
14 H -1.4138 -1.6773 -1.5323  0.138
15 H -0.3969 -4.1317 -2.4025  0.134
16 H 1.6425 -4.8917 -3.5901  0.124
17 H 3.7103 -3.5569 -3.4985  0.132
18 H 4.9102 -1.4821 -2.6461  0.139
19 H 4.8062 0.6159 -1.3211  0.127
20 H 2.6694 1.2250 -0.1947  0.141
21 S -0.2516 -0.0472 2.1652  0.749
22 C -1.4241 1.2925 2.1569  -0.614
23 C -1.9548 1.6427 3.3958  -0.048
24 C -2.8734 2.6713 3.5181  -0.168
25 C -3.3963 3.0001 4.8199  -0.157
26 N -3.7966 3.2496 5.8665  0.197
27 C -3.2776 3.3727 2.3790  -0.168
28 C -2.7540 3.0287 1.1444  -0.049
29 C -1.8297 1.9954 1.0149  -0.614
30 S -1.2476 1.6782 -0.6369  0.749
31 C -4.2307 4.4496 2.4662  -0.157
32 N -4.9840 5.3145 2.5148  0.197
33 H -1.6482 1.1051 4.2831  0.125
34 H -3.0735 3.5771 0.2684  0.125

Calculated values
F_max ... 0.30 eV/A
Net charge ... +1
Energy ... -3593.8881 a.u.
HOMO level ... -11.579 eV
Gap between HOMO and LUMO ... 6.805 eV

***

(4)
C4H2O7S | ωB97M-V/def2-TZVPD

Last column: Löwdin charge in e.
Cartesian coordinates (Å):
1 C 0.1067 -1.6518 -1.0516  -0.399
2 C 2.6602 0.8444 0.0960  -0.773
3 C 0.4806 -0.2777 -0.6356  -0.257
4 C 1.4338 -0.1885 0.4124  -0.158
5 O -0.5264 -1.9889 -2.0039  0.117
6 O 3.2768 0.5266 -0.8723  0.027
7 O 0.4834 -2.7165 -0.1871  0.036
8 O 2.7400 1.6937 0.9274  0.037
9 O -1.8015 2.1766 -0.3441  -0.854
10 O 0.1325 0.6449 -1.3916  0.087
11 O 1.5630 -0.9645 1.4211  0.017
12 S -2.2504 1.8135 1.1913  0.066
13 H -0.9670 1.5309 -0.6158  0.006
14 H 0.8587 -2.3051 0.6281  0.050

Calculated values
F_max ... 5.43 eV/A
Net charge ... -2
Energy ... -1078.4479 a.u.
HOMO level (spin up / spin down) ... 0.287 / 0.285 eV
ΔE to the lowest compared entry with this formula, charge and spin ... 66.7 kcal per mole
Gap between HOMO and LUMO (spin up / spin down) ... 4.306 / 4.309 eV

***

(5)
C19H19F2N3O3 | ωB97M-V/def2-TZVPD

Last column: Löwdin charge in e.
Cartesian coordinates (Å):
1 C -2.0956 1.2949 0.2170  0.025
2 C -0.6085 1.3929 -0.0412  -0.526
3 O 0.0589 2.3383 0.3360  0.027
4 N -0.1094 0.3253 -0.7023  0.126
5 C 1.2401 0.1276 -1.2312  -0.238
6 C 2.3259 0.7164 -0.3132  -0.034
7 C 2.1409 0.1382 1.0738  -0.483
8 O 2.2597 -1.0610 1.2952  0.034
9 N 1.8134 1.0273 2.0262  0.095
10 C 1.4615 0.6215 3.3727  -0.059
11 C 0.0130 0.1131 3.4254  -0.438
12 O -0.8691 0.6893 4.0163  0.080
13 N -0.1282 -1.0289 2.6979  0.143
14 C -1.3011 -1.6783 2.3365  -0.230
15 C -2.5467 -1.3699 2.8829  -0.016
16 C -3.6762 -2.0429 2.4572  0.007
17 C -3.5797 -3.0257 1.4879  -0.218
18 F -4.6859 -3.6705 1.0742  0.080
19 C -2.3399 -3.3375 0.9431  -0.209
20 F -2.2321 -4.2817 -0.0087  0.086
21 C -1.2055 -2.6720 1.3609  0.056
22 C 1.3738 0.6864 -2.6307  -0.186
23 C 1.8727 -0.1062 -3.6554  -0.037
24 C 2.0109 0.4064 -4.9335  -0.082
25 C 1.6466 1.7151 -5.1989  -0.090
26 C 1.1472 2.5102 -4.1812  -0.074
27 C 1.0134 2.0005 -2.9022  -0.026
28 H -2.3726 2.0235 0.9734  0.092
29 H -2.3715 0.2990 0.5554  0.066
30 H -2.6366 1.5194 -0.7008  0.090
31 H -0.7800 -0.3523 -1.0311  0.149
32 H 1.3924 -0.9583 -1.2604  0.148
33 H 3.2943 0.4012 -0.7047  0.140
34 H 2.2726 1.8019 -0.3026  0.116
35 H 1.4865 1.9373 1.7229  0.126
36 H 2.1413 -0.1781 3.6813  0.134
37 H 1.5643 1.4767 4.0406  0.132
38 H 0.7232 -1.3813 2.2528  0.104
39 H -2.6211 -0.6004 3.6325  0.104
40 H -4.6444 -1.8140 2.8724  0.124
41 H -0.2505 -2.9292 0.9289  0.131
42 H 2.1569 -1.1287 -3.4515  0.113
43 H 2.4015 -0.2184 -5.7229  0.103
44 H 1.7521 2.1147 -6.1964  0.102
45 H 0.8631 3.5323 -4.3827  0.104
46 H 0.6283 2.6259 -2.1114  0.109

Calculated values
F_max ... 0.69 eV/A
Energy ... -1325.2278 a.u.
HOMO level ... -8.662 eV
Gap between HOMO and LUMO ... 9.211 eV